Record 1
BrClFHN3O as an isolated structure in a non-equilibrium geometry. Source: the Open Molecules 2025 dataset; level of theory: ωB97M-V/def2-TZVPD.

XYZ file:
```
8
Properties=species:S:1:pos:R:3:forces:R:3:nbo_charge:R:1
Br -0.5472 1.9796 -0.1207 -0.69 0.36 -0.12 0.44
Cl 1.3935 -0.0706 0.2949 0.83 -0.65 -0.01 -0.85
F 4.2983 0.3239 -0.1409 -1.92 -1.00 -0.39 -0.65
O -1.4497 -2.0121 -0.4008 1.35 -0.74 -0.55 -0.35
N -2.0381 -1.1999 0.2005 0.01 -1.78 -1.17 0.44
N -2.7687 -0.5317 0.6700 -1.52 1.55 2.12 -0.07
N -2.2231 1.5404 -0.3080 0.22 1.13 -0.45 -0.52
H 3.3351 -0.0295 -0.1951 1.74 1.14 0.57 0.57
```
Forces are in eV/Å.

## Properties
Total charge: -1
HOMO level (alpha / beta) (Ha): -0.17688 / -0.16715
ΔE to the lowest compared entry with this formula, charge and spin (kcal per mole): 94.6
Gap between HOMO and LUMO (alpha / beta) (eV): 7.394 / 7.290
Strongest force on any atom (Eh/bohr): 0.0589

Record 2
A 2-piece molecular cluster, BrClFHN3O overall in a non-equilibrium geometry. Source: the Open Molecules 2025 dataset; level of theory: ωB97M-V/def2-TZVPD.

XYZ file:
```
8
Properties=species:S:1:pos:R:3:forces:R:3:nbo_charge:R:1
Br -2.9358 1.4484 -0.1295 0.21 1.46 -0.78 0.22
Cl -0.3423 -0.5157 1.5051 2.83 0.79 2.56 -0.47
F 1.5894 -0.4752 -0.7009 0.76 0.15 -0.78 -0.61
O -1.0551 -2.7712 -0.6725 2.32 -0.71 0.28 -0.50
N -1.8602 -0.9798 0.3012 -0.24 2.37 1.18 -0.12
N -1.8684 -1.9052 -0.4356 -5.18 -1.35 -2.90 0.15
N -3.0696 -0.1425 0.6332 -0.09 -2.67 -0.19 -0.25
H 0.9968 -0.8787 -0.1116 -0.61 -0.04 0.63 0.57
```
Forces are in eV/Å.

## Properties
Total charge: -1
HOMO level (alpha / beta) (Ha): -0.08571 / -0.15676
⟨S²⟩: 2.01
ΔE to the lowest compared entry with this formula, charge and spin (kcal per mole): 57.1
Gap between HOMO and LUMO (alpha / beta) (eV): 5.494 / 6.392
Strongest force on any atom (Eh/bohr): 0.1183
Multiplicity: 3

Record 3
A 2-piece molecular cluster, BrClFNO overall in a non-equilibrium geometry. Source: the Open Molecules 2025 dataset; level of theory: ωB97M-V/def2-TZVPD.

XYZ file:
```
5
Properties=species:S:1:pos:R:3:forces:R:3:nbo_charge:R:1
Br 2.1375 -0.3939 -0.2383 0.75 0.20 -0.78 0.47
Cl -1.5983 1.6314 0.3132 -0.23 1.78 1.42 -0.27
F 1.3861 -0.5509 1.3026 -0.32 -0.10 0.87 -0.43
O -1.3217 0.0716 -0.8324 1.63 -3.41 -1.08 -0.04
N -0.6036 -0.7583 -0.5452 -1.83 1.53 -0.43 0.28
```
Forces are in eV/Å.

## Properties
Total charge: 0
HOMO level (alpha / beta) (Ha): -0.36090 / -0.36084
ΔE to the lowest compared entry with this formula, charge and spin (kcal per mole): 59.0
Gap between HOMO and LUMO (alpha / beta) (eV): 8.193 / 8.187
Strongest force on any atom (Eh/bohr): 0.0765

Record 4
BrCu as an isolated structure. Source: the Open Molecules 2025 dataset; level of theory: ωB97M-V/def2-TZVPD.

XYZ file:
```
2
Properties=species:S:1:pos:R:3:forces:R:3:nbo_charge:R:1
Br 1.1943 -0.4997 0.2324 0.02 -0.01 0.00 0.89
Cu -1.1943 0.4997 -0.2324 -0.02 0.01 0.00 1.11
```
Forces are in eV/Å.

## Properties
Total charge: +2
HOMO level (alpha / beta) (Ha): -0.89966 / -0.88424
⟨S²⟩: 2.01
ΔE to the lowest compared entry with this formula, charge and spin (kcal per mole): 0.2
Gap between HOMO and LUMO (alpha / beta) (eV): 11.910 / 6.538
Strongest force on any atom (Eh/bohr): 0.0005
Multiplicity: 3

Record 5
A 2-piece molecular cluster, BrFHN overall in a non-equilibrium geometry. Source: the Open Molecules 2025 dataset; level of theory: ωB97M-V/def2-TZVPD.

XYZ file:
```
4
Properties=species:S:1:pos:R:3:forces:R:3:nbo_charge:R:1
Br -1.3646 0.8006 -0.1351 -2.11 2.21 -0.95 0.30
F -0.2990 -1.4239 -0.3536 0.20 -0.44 -0.10 -0.24
N -0.2174 -0.3336 0.4714 1.90 -1.72 1.04 -0.07
H 1.8810 0.9570 0.0173 0.01 -0.05 0.01 0.01
```
Forces are in eV/Å.

## Properties
Total charge: 0
HOMO level (alpha / beta) (Ha): -0.36910 / -0.39380
ΔE to the lowest compared entry with this formula, charge and spin (kcal per mole): 86.3
Gap between HOMO and LUMO (alpha / beta) (eV): 10.075 / 9.503
Strongest force on any atom (Eh/bohr): 0.0622

Record 6
BrH10LiO5 as an isolated structure in a non-equilibrium geometry. Source: the Open Molecules 2025 dataset; level of theory: ωB97M-V/def2-TZVPD.

XYZ file:
```
17
Properties=species:S:1:pos:R:3:forces:R:3:nbo_charge:R:1
Br -20.7931 18.9713 -0.6210 0.34 -0.60 0.11 -0.94
O -20.0661 19.0278 2.8843 -1.22 -1.34 1.19 -0.93
O -22.2244 14.6111 0.9488 -1.34 -7.36 1.36 -0.88
O -21.1521 16.0274 2.1500 4.15 8.62 -0.78 -0.97
O -17.8613 17.8780 1.0478 0.47 -0.07 -0.21 -0.96
O -19.8161 15.8398 -0.1189 1.57 -1.97 -3.40 -1.01
Li -19.6986 17.0732 1.1413 -0.56 1.39 0.47 0.87
H -21.8346 15.6331 1.6976 -3.09 -0.35 -1.74 0.46
H -19.4111 14.9802 -0.4321 -0.59 1.01 1.08 0.49
H -19.5785 16.3675 -0.9364 -0.91 0.28 1.10 0.53
H -17.5896 18.0424 1.9466 0.11 0.09 0.58 0.48
H -21.7253 15.0319 0.3051 1.84 1.00 -2.67 0.50
H -21.0915 15.4527 2.7854 1.19 -4.52 6.26 0.44
H -21.5694 13.8532 1.3747 -2.62 2.89 -2.06 0.48
H -19.6617 19.5412 3.5741 0.74 0.81 0.22 0.46
H -17.4640 18.6157 0.5603 -0.59 -0.22 -0.17 0.51
H -20.7359 18.5658 3.4587 0.53 0.32 -1.33 0.47
```
Forces are in eV/Å.

## Properties
Total charge: 0
HOMO level (Ha): -0.26586
ΔE to the lowest compared entry with this formula, charge and spin (kcal per mole): 36.2
Gap between HOMO and LUMO (eV): 6.671
Strongest force on any atom (Eh/bohr): 0.1867

Record 7
A 7-piece molecular cluster, BrH12O6 overall in a non-equilibrium geometry. Source: the Open Molecules 2025 dataset; level of theory: ωB97M-V/def2-TZVPD.

XYZ file:
```
19
Properties=species:S:1:pos:R:3:forces:R:3:nbo_charge:R:1
Br -0.7492 -0.1861 0.0114 0.00 -0.18 -0.07 -0.94
O 0.3738 -3.7121 0.4384 -1.41 1.79 0.41 -0.95
O -1.6502 -1.8161 -3.2666 -0.45 1.03 -1.32 -0.97
O -2.0122 3.1339 -0.4336 -0.82 -0.25 1.89 -0.98
O 2.6868 -0.2751 0.3344 0.77 1.08 2.69 -1.00
O -0.0832 0.3379 3.2934 0.24 -0.80 2.85 -0.97
O 1.1888 2.6559 -0.4496 0.70 0.24 0.02 -0.95
H 1.2088 -3.4261 0.1444 2.59 -0.66 -0.79 0.45
H -1.8672 -0.9881 -3.7926 0.45 -1.48 1.55 0.47
H -0.3272 -0.5141 3.7404 0.31 1.26 -1.07 0.46
H 0.1108 -2.7501 0.4524 -1.27 -0.98 0.38 0.49
H 1.7668 -0.1591 0.6184 -0.11 -0.44 -0.99 0.51
H 0.7178 1.8459 -0.5796 -1.96 -0.67 -0.46 0.48
H -2.3022 3.4969 0.4764 0.86 -1.37 -2.23 0.46
H -1.9132 2.1379 -0.3586 -0.06 1.55 0.33 0.50
H 2.8468 -0.6041 -0.5166 -0.71 -0.63 -1.75 0.47
H -1.6692 -1.6131 -2.3206 0.07 0.50 -0.15 0.50
H 1.9618 2.1699 -0.1746 1.35 0.45 0.47 0.46
H -0.2892 0.2649 2.3824 -0.56 -0.44 -1.76 0.49
```
Forces are in eV/Å.

## Properties
Total charge: -1
HOMO level (Ha): -0.21837
ΔE to the lowest compared entry with this formula, charge and spin (kcal per mole): 24.2
Gap between HOMO and LUMO (eV): 9.334
Strongest force on any atom (Eh/bohr): 0.0582

Record 8
A 8-piece molecular cluster, BrH14O7 overall. Source: the Open Molecules 2025 dataset; level of theory: ωB97M-V/def2-TZVPD.

XYZ file:
```
22
Properties=species:S:1:pos:R:3:forces:R:3:nbo_charge:R:1
Br -0.4108 0.2036 0.0928 0.52 0.06 0.17 -0.93
O 2.3626 0.3420 -1.9414 0.43 0.13 -0.53 -0.96
O -3.0225 1.0886 1.9283 -0.68 0.01 0.45 -0.97
O 2.5912 0.0491 2.1582 0.55 -0.10 0.33 -0.95
O -3.2026 -1.0806 -0.8777 -0.62 -0.37 -0.47 -0.96
O 0.5446 3.5857 0.4338 0.14 0.67 0.21 -0.96
O 0.3121 -2.7919 1.6352 0.16 -0.58 0.44 -0.96
O -0.1029 -1.3527 -3.1536 -0.11 -0.45 -0.59 -0.95
H -3.6775 -1.7026 -0.3264 -0.13 -0.09 0.14 0.45
H -0.1782 -2.0522 1.2764 -0.24 0.60 -0.28 0.49
H -2.5526 -0.6899 -0.2937 0.49 0.35 0.16 0.49
H 0.0919 -1.4985 -2.2279 -0.14 0.26 0.41 0.48
H 1.9523 0.3945 -1.0782 -0.68 0.03 0.43 0.49
H 1.1292 3.6457 -0.3218 0.09 -0.06 -0.17 0.46
H -2.1250 0.9747 1.6159 0.62 -0.21 -0.33 0.49
H -3.1498 2.0370 1.9525 -0.03 0.18 -0.03 0.46
H 0.5717 -0.7405 -3.4473 0.19 0.28 0.17 0.47
H 3.0678 0.5403 1.4890 0.01 0.20 -0.13 0.46
H 0.0784 2.7587 0.3114 -0.21 -0.69 -0.03 0.49
H 2.9661 -0.3981 -1.8757 0.16 -0.18 0.00 0.46
H 1.8193 -0.2886 1.7039 -0.63 -0.06 -0.17 0.49
H 0.9345 -3.0241 0.9461 0.09 0.01 -0.16 0.46
```
Forces are in eV/Å.

## Properties
Total charge: -1
HOMO level (Ha): -0.21876
ΔE to the lowest compared entry with this formula, charge and spin (kcal per mole): 16.4
Gap between HOMO and LUMO (eV): 8.970
Strongest force on any atom (Eh/bohr): 0.0167

strongest force on any atom of number 5 (BrFHN)? 0.0622 Eh/bohr

The highest strongest force on any atom belongs to which entry? BrH10LiO5